No. 1
{"formula": "C6H12O", "method": "ωB97M-V with the def2-TZVPD basis set", "symbols": ["C", "C", "C", "O", "C", "C", "C", "H", "H", "H", "H", "H", "H", "H", "H", "H", "H", "H", "H"], "positions_angstrom": [[0.846, 1.194, -0.049], [1.214, -0.783, 0.625], [1.613, -1.867, -0.326], [-0.149, -1.046, 0.665], [-0.549, 0.208, 0.231], [-1.257, 0.866, 1.367], [-1.363, 0.079, -1.020], [1.623, 1.052, -0.824], [1.342, 1.581, 0.852], [0.264, 2.030, -0.480], [1.327, -1.806, -1.395], [1.421, -2.942, -0.166], [2.699, -1.808, -0.366], [-1.542, 1.885, 1.091], [-2.161, 0.281, 1.582], [-0.601, 0.907, 2.244], [-2.265, -0.529, -0.864], [-0.804, -0.388, -1.836], [-1.659, 1.087, -1.332]], "forces_ev_per_a": [[-1.8, 1.2, -0.6], [-1.0, -3.4, 0.1], [3.0, -0.7, -1.5], [0.3, -0.3, 0.6], [1.4, 2.0, 0.1], [-0.6, 0.7, 0.2], [-0.1, 0.3, -0.6], [-0.5, -0.7, 0.4], [-0.5, -0.4, -0.3], [0.2, 0.2, 0.0], [-0.4, 0.7, 0.5], [-0.6, 0.6, 0.9], [0.4, -0.2, -0.2], [-0.1, 0.0, 0.2], [0.2, 0.2, 0.2], [-0.2, -0.1, -0.2], [0.2, 0.2, 0.2], [0.1, 0.1, 0.1], [-0.1, -0.2, -0.1]], "max_force_ev_per_a": 3.54, "homo_lumo_gap_ev": 8.54, "charge": 0, "homo_energy_ev": -7.84, "e_above_lowest_kcal_mol": 125.6, "e_tot_ev": -8458.9082}

=====

No. 2
{"formula": "C5H11NO", "method": "ωB97M-V with the def2-TZVPD basis set", "symbols": ["N", "C", "C", "C", "C", "C", "H", "H", "H", "H", "H", "H", "H", "H", "H", "H", "H", "O"], "positions_angstrom": [[1.899, -0.337, -0.511], [0.657, -0.954, -0.664], [0.324, -1.695, -1.716], [-1.558, 0.271, 2.315], [-0.768, 0.226, 1.028], [-0.169, -0.861, 0.562], [1.958, 0.572, -0.067], [2.534, -0.566, -1.245], [0.922, -1.740, -2.609], [-0.583, -2.281, -1.732], [-1.805, -0.715, 2.714], [-2.465, 0.826, 2.077], [-1.011, 0.756, 3.126], [-0.767, 1.149, 0.457], [-0.316, -1.760, 1.161], [0.426, 2.000, -2.357], [0.298, 3.024, -1.142], [0.424, 2.086, -1.395]], "forces_ev_per_a": [[-0.4, -0.8, 0.4], [0.7, 0.5, 0.7], [-0.3, -0.4, -0.2], [0.2, -0.2, -0.4], [-0.1, 0.1, 0.2], [-0.7, 0.0, 0.4], [-0.2, -0.2, -0.5], [0.4, 0.6, -0.4], [0.3, 0.1, -0.1], [-0.1, 0.1, 0.1], [-0.1, -0.1, -0.3], [-0.2, 0.0, 0.5], [0.0, 0.4, -0.2], [0.3, 0.0, 0.0], [0.3, -0.2, -0.2], [-0.1, 0.5, -0.3], [0.0, 0.0, -0.6], [0.0, -0.3, 1.0]], "max_force_ev_per_a": 1.08, "homo_lumo_gap_ev": [2.76, 8.44], "charge": -1, "homo_energy_ev": [0.95, -4.77], "e_above_lowest_kcal_mol": 32.5, "multiplicity": 2, "e_tot_ev": -8898.7524}

=====

No. 3
{"formula": "C4H26O11", "method": "ωB97M-V with the def2-TZVPD basis set", "symbols": ["O", "C", "C", "C", "C", "O", "H", "H", "H", "H", "H", "H", "H", "H", "O", "H", "H", "O", "H", "H", "O", "H", "H", "O", "H", "H", "O", "H", "H", "O", "H", "H", "O", "H", "H", "O", "H", "H", "O", "H", "H"], "positions_angstrom": [[-0.026, -1.448, 1.610], [-0.625, -0.407, 1.728], [-2.109, -0.392, 1.411], [-2.655, -0.660, -0.012], [-2.096, -1.927, -0.655], [-2.147, -3.045, 0.167], [-0.248, 0.621, 1.888], [-2.641, -1.188, 2.005], [-2.397, 0.468, 1.986], [-3.747, -0.665, 0.214], [-2.584, 0.173, -0.714], [-1.066, -1.767, -1.030], [-2.791, -2.058, -1.507], [-1.662, -2.934, 0.987], [-0.550, -1.847, -4.348], [-0.903, -2.415, -3.620], [0.323, -2.049, -3.974], [-0.852, 3.170, 1.299], [-1.125, 3.004, 0.384], [-1.146, 2.359, 1.718], [2.255, 1.140, 3.952], [2.069, 1.253, 3.001], [1.384, 1.097, 4.354], [0.284, 0.452, -2.747], [0.060, -0.472, -2.557], [0.050, 0.429, -3.706], [2.391, 2.473, 1.550], [2.596, 2.160, 0.643], [1.585, 2.998, 1.367], [1.745, -2.993, -1.643], [1.874, -3.242, -0.718], [2.503, -3.393, -2.092], [3.283, -0.871, 2.637], [3.249, -0.233, 3.386], [4.130, -0.846, 2.190], [2.031, 2.269, -0.966], [1.988, 2.802, -1.760], [1.741, 1.394, -1.239], [-1.352, 2.316, -1.368], [-0.959, 1.527, -1.763], [-1.859, 2.748, -2.056]], "forces_ev_per_a": [[0.8, 0.7, 0.6], [-1.4, -1.3, -2.0], [-0.3, -1.0, 1.7], [-0.5, 1.3, 0.9], [-0.6, 0.8, -0.1], [-0.7, -1.0, -0.2], [1.0, -0.5, 0.4], [1.0, 0.3, -0.3], [-1.1, 1.1, -0.7], [0.5, -0.7, -0.6], [0.5, 0.1, 0.1], [-0.3, 0.1, 0.1], [0.6, -0.6, 0.2], [0.4, 0.4, 0.0], [0.4, -1.3, 2.2], [-1.3, 0.5, -1.0], [1.0, 0.6, -1.1], [0.0, -0.2, 0.0], [0.2, 0.2, -0.3], [-0.1, 0.1, 0.3], [-0.4, 0.1, 0.1], [0.4, 0.5, 0.0], [0.0, -0.1, 0.3], [-0.5, -0.5, -1.1], [0.2, 0.1, 0.4], [0.3, 0.4, 0.9], [-0.5, 0.0, -0.4], [0.0, 0.4, 0.8], [0.4, -0.3, 0.3], [0.3, -0.2, -0.2], [-0.2, 0.2, 0.0], [-0.2, 0.2, 0.1], [-0.2, -0.2, 0.2], [0.2, -0.4, -0.7], [0.2, 0.3, 0.3], [0.0, -0.2, -0.5], [0.0, 0.1, -0.1], [-0.1, -0.1, -0.2], [-0.2, 0.1, 0.3], [0.3, 0.0, -0.3], [-0.1, 0.0, -0.2]], "max_force_ev_per_a": 2.81, "homo_lumo_gap_ev": 9.95, "charge": 0, "homo_energy_ev": -10.04, "smiles": "O=CCCCO.O.O.O.O.O.O.O.O.O", "e_above_lowest_kcal_mol": 23.3, "e_tot_ev": -27091.2439}

=====

No. 4
{"formula": "C3H7NO2", "method": "ωB97M-V with the def2-TZVPD basis set", "symbols": ["O", "C", "C", "O", "C", "N", "H", "H", "H", "H", "H", "H", "H"], "positions_angstrom": [[-1.706, 0.436, 0.164], [-1.178, -0.869, 0.324], [0.121, -1.066, -0.422], [1.238, -0.610, 0.336], [1.790, 0.581, 0.334], [1.177, 1.663, -0.186], [-1.150, 1.041, 0.671], [-1.010, -1.116, 1.383], [-1.923, -1.564, -0.071], [0.331, -2.131, -0.556], [0.100, -0.572, -1.399], [1.960, 2.276, -0.013], [0.251, 1.930, -0.566]], "forces_ev_per_a": [[0.1, 0.2, 0.1], [0.0, -0.3, 0.0], [-0.3, 0.0, -0.2], [0.2, -0.1, 0.1], [0.1, -0.5, 0.3], [0.6, -0.5, 0.3], [-0.2, -0.1, 0.1], [-0.1, 0.1, -0.2], [0.0, 0.1, 0.0], [-0.2, 0.1, -0.1], [-0.1, 0.0, 0.1], [-1.0, 1.5, -0.7], [0.8, -0.4, 0.1]], "max_force_ev_per_a": 1.92, "homo_lumo_gap_ev": 9.17, "charge": 0, "homo_energy_ev": -8.31, "e_above_lowest_kcal_mol": 84.5, "e_tot_ev": -8806.8652}

=====

No. 5
{"formula": "C13H42O8", "method": "ωB97M-V with the def2-TZVPD basis set", "symbols": ["C", "C", "O", "H", "H", "H", "H", "H", "H", "C", "C", "O", "H", "H", "H", "H", "H", "H", "C", "C", "O", "H", "H", "H", "H", "H", "H", "C", "C", "O", "H", "H", "H", "H", "H", "H", "C", "C", "O", "H", "H", "H", "H", "H", "H", "C", "O", "H", "H", "H", "H", "C", "O", "H", "H", "H", "H", "C", "O", "H", "H", "H", "H"], "positions_angstrom": [[4.976, 8.460, 8.299], [6.332, 9.213, 8.006], [7.478, 8.691, 8.724], [5.267, 7.399, 8.466], [4.365, 8.687, 7.406], [4.333, 8.751, 9.163], [6.221, 10.280, 8.116], [6.610, 9.069, 6.988], [7.526, 9.003, 9.677], [12.460, 9.053, 10.292], [11.366, 8.024, 10.442], [10.998, 7.929, 11.839], [13.139, 8.831, 11.156], [11.986, 10.031, 10.234], [13.000, 8.834, 9.378], [11.688, 7.097, 10.086], [10.554, 8.310, 9.835], [10.169, 7.372, 11.825], [13.000, 11.939, 6.461], [11.988, 10.899, 5.895], [12.194, 9.576, 6.485], [12.863, 12.871, 5.947], [13.999, 11.685, 6.200], [12.882, 12.089, 7.476], [12.199, 10.871, 4.814], [10.977, 11.210, 6.200], [11.382, 9.068, 6.515], [8.419, 6.575, 15.739], [7.980, 5.515, 14.785], [8.685, 5.590, 13.503], [7.896, 6.478, 16.757], [8.158, 7.519, 15.347], [9.514, 6.519, 15.951], [6.943, 5.632, 14.574], [8.253, 4.517, 15.203], [9.533, 5.078, 13.570], [6.650, 9.377, 13.301], [7.401, 8.609, 12.224], [7.980, 9.434, 11.249], [5.734, 9.830, 12.938], [7.298, 10.109, 13.882], [6.357, 8.629, 14.002], [6.762, 7.972, 11.572], [8.110, 7.813, 12.609], [8.627, 10.116, 11.639], [9.730, 11.654, 9.057], [9.397, 11.881, 10.404], [10.844, 11.510, 8.808], [9.249, 10.773, 8.643], [9.453, 12.537, 8.442], [9.997, 11.465, 10.993], [11.197, 11.108, 13.142], [10.115, 10.560, 12.419], [11.550, 10.332, 13.727], [11.979, 11.510, 12.448], [10.742, 11.911, 13.733], [10.313, 9.577, 12.230], [9.369, 7.139, 6.202], [9.422, 8.383, 6.894], [9.163, 7.239, 5.160], [10.372, 6.605, 6.365], [8.490, 6.556, 6.652], [8.841, 8.382, 7.655]], "forces_ev_per_a": [[0.9, 0.3, -0.1], [-0.3, -0.9, 1.5], [-0.8, 0.5, 0.7], [-0.6, 0.5, -0.6], [0.1, -0.8, 0.3], [1.0, 0.2, -0.3], [0.1, 0.5, 0.4], [-0.1, -0.3, -0.9], [0.0, 0.0, -1.1], [0.2, -1.1, 0.8], [0.5, 1.2, 0.7], [-1.7, -0.7, -0.6], [-0.3, 1.0, -0.7], [0.6, 0.2, 0.3], [0.1, 0.3, -0.2], [0.6, -1.8, -0.3], [-1.4, 0.4, -0.5], [1.2, 0.8, 0.5], [-0.9, -1.2, -2.1], [0.6, -0.3, 1.1], [1.0, 1.2, -0.3], [-0.5, 0.6, -0.2], [0.9, -0.6, 0.1], [-0.1, 0.2, 2.2], [-0.7, -0.2, 0.2], [0.2, 0.1, -0.7], [-0.7, 0.2, 0.0], [0.5, -0.7, 2.2], [2.1, -1.3, -0.3], [0.7, -0.4, 0.5], [0.6, 0.0, -1.4], [-0.1, 1.3, -0.4], [-0.8, 0.1, -0.3], [-0.8, -0.3, -0.3], [-0.8, 0.5, -0.2], [-1.3, 0.8, 0.1], [1.1, 0.1, 0.4], [0.0, -1.3, -0.7], [1.6, 1.6, 0.4], [0.1, 0.4, -0.2], [-0.7, -0.7, -1.0], [-0.4, -0.5, 0.9], [-0.4, 0.3, 0.9], [-0.3, 1.2, 0.2], [-1.6, -1.1, -0.7], [1.5, 0.5, -1.2], [-0.9, 1.2, -1.6], [-1.2, 0.2, 0.8], [-0.3, -0.2, 0.0], [-0.1, -0.5, 0.5], [0.8, -0.8, 0.8], [-0.7, 1.7, -1.2], [0.1, -2.3, -0.5], [1.3, -1.1, 1.5], [-0.5, -0.3, 0.7], [0.6, -0.1, 0.0], [0.1, 1.5, 0.3], [-0.1, -1.2, 2.5], [1.0, 0.2, -1.4], [0.0, 0.4, -0.8], [-1.5, 0.4, -0.4], [1.4, 0.3, -0.7], [-0.6, 0.0, 0.6]], "max_force_ev_per_a": 2.78, "homo_lumo_gap_ev": 10.21, "charge": 0, "homo_energy_ev": -9.68, "smiles": "CCO.CCO.CCO.CCO.CCO.CO.CO.CO", "e_above_lowest_kcal_mol": 89.3, "e_tot_ev": -30538.7576}

=====

No. 6
{"formula": "C35H52AlOP3Sb", "method": "ωB97M-V with the def2-TZVPD basis set", "symbols": ["Al", "P", "P", "P", "H", "C", "C", "H", "C", "C", "C", "C", "C", "C", "C", "C", "C", "H", "H", "H", "H", "H", "H", "H", "H", "H", "H", "H", "H", "H", "H", "H", "H", "H", "H", "H", "H", "H", "H", "H", "H", "H", "H", "H", "H", "H", "C", "C", "C", "C", "C", "C", "O", "H", "H", "H", "H", "H", "H", "C", "C", "C", "C", "C", "C", "Sb", "C", "C", "C", "C", "C", "C", "C", "C", "C", "C", "C", "C", "H", "H", "H", "H", "H", "H", "H", "H", "H", "H", "H", "H", "H", "H", "H"], "positions_angstrom": [[0.818, 2.617, -2.768], [2.459, -1.240, 0.495], [2.685, 2.719, -1.583], [-0.496, -2.648, -0.720], [2.023, 2.608, -5.080], [1.137, 2.126, -4.656], [-0.079, 2.939, -4.330], [-0.089, 4.030, -4.335], [3.747, -2.041, -0.556], [3.583, -0.215, 1.540], [2.220, -2.610, 1.709], [2.613, 4.436, -2.259], [2.098, 2.780, 0.135], [4.217, 1.877, -2.101], [-2.121, -2.856, -1.615], [-0.854, -3.774, 0.657], [0.663, -3.625, -1.778], [0.915, 1.213, -5.184], [-1.045, 2.516, -4.566], [4.604, -2.359, 0.053], [4.088, -1.327, -1.316], [3.318, -2.909, -1.070], [4.358, -0.865, 1.968], [3.022, 0.262, 2.353], [4.062, 0.570, 0.943], [2.073, -3.571, 1.200], [1.334, -2.402, 2.323], [3.102, -2.681, 2.363], [3.550, 4.907, -1.977], [1.744, 4.952, -1.826], [2.490, 4.403, -3.356], [2.878, 3.158, 0.796], [1.760, 1.765, 0.434], [1.198, 3.427, 0.185], [5.032, 2.627, -2.091], [4.064, 1.491, -3.139], [4.428, 1.008, -1.439], [-2.782, -3.554, -1.104], [-1.948, -3.294, -2.622], [-2.636, -1.864, -1.628], [-1.798, -4.261, 0.520], [-0.956, -3.238, 1.585], [-0.117, -4.536, 0.821], [0.084, -4.213, -2.504], [1.308, -4.305, -1.204], [1.317, -2.955, -2.359], [-0.601, -1.123, -4.688], [0.491, -1.640, -5.415], [0.103, -2.401, -6.527], [-1.250, -2.409, -6.924], [-2.301, -1.745, -6.231], [-1.929, -0.890, -5.197], [-0.619, -1.465, -3.355], [-1.587, -1.730, -3.329], [1.423, -1.694, -4.878], [0.886, -2.903, -7.112], [-1.495, -2.886, -7.865], [-3.358, -1.757, -6.562], [-2.609, -0.363, -4.517], [-3.515, 4.793, 2.595], [-2.183, 4.910, 2.161], [-1.372, 3.773, 2.066], [-1.892, 2.519, 2.377], [-3.218, 2.387, 2.807], [-4.027, 3.529, 2.913], [-0.540, 0.803, 2.288], [0.084, 0.865, 4.389], [1.062, -0.033, 4.820], [1.463, -0.050, 6.162], [0.889, 0.841, 7.083], [-0.078, 1.746, 6.644], [-0.481, 1.771, 5.297], [-2.085, -0.726, 2.357], [-2.124, -1.636, 3.416], [-3.134, -2.617, 3.443], [-4.077, -2.682, 2.416], [-4.022, -1.777, 1.357], [-3.020, -0.797, 1.322], [-4.147, 5.683, 2.684], [-1.781, 5.889, 1.913], [-0.325, 3.889, 1.779], [-3.630, 1.415, 3.084], [-5.060, 3.426, 3.257], [1.519, -0.736, 4.119], [2.214, -0.757, 6.492], [1.195, 0.824, 8.130], [-0.530, 2.454, 7.349], [-1.242, 2.488, 4.974], [-1.395, -1.586, 4.229], [-3.170, -3.319, 4.280], [-4.860, -3.449, 2.443], [-4.756, -1.822, 0.555], [-2.986, -0.098, 0.489]], "forces_ev_per_a": [[0.1, -1.3, 2.2], [0.6, -0.9, 0.3], [-0.3, 0.3, 0.8], [-0.7, -2.6, -0.7], [0.1, 0.2, 0.6], [-1.3, 1.4, -2.5], [-0.1, -0.3, -1.8], [0.3, 0.2, -0.4], [-0.2, 0.1, -0.2], [-0.3, 0.4, -0.1], [-0.4, 0.1, 0.1], [0.0, -0.6, -0.1], [0.2, -0.4, 0.1], [-0.1, -0.3, -0.2], [-0.4, 1.1, -0.4], [0.4, 0.5, 0.8], [0.7, 0.5, -0.3], [-0.1, -0.7, 0.4], [-0.1, -0.3, 0.2], [-0.2, 0.0, -0.2], [0.1, -0.2, 0.1], [0.2, 0.2, 0.1], [-0.2, 0.2, -0.1], [0.1, -0.1, -0.1], [0.0, -0.1, 0.2], [0.0, 0.2, 0.1], [0.2, -0.1, 0.0], [-0.3, -0.1, -0.2], [0.0, 0.6, -0.2], [0.3, 0.1, 0.1], [0.4, 0.3, 0.2], [-0.1, 0.0, 0.2], [0.3, 0.4, 0.0], [0.5, -0.2, -0.1], [-0.3, -0.5, 0.1], [0.2, 0.4, 0.7], [-0.1, 0.7, -0.3], [0.2, 0.2, 0.3], [-0.1, 0.5, 0.6], [0.2, -0.9, -0.3], [-0.5, -0.2, -0.3], [-0.1, 0.4, 0.5], [0.7, -0.2, -0.2], [0.0, 0.2, 0.3], [-0.4, 0.3, 0.1], [-0.3, -0.2, 0.2], [-0.5, -0.9, -1.5], [-2.0, -0.2, 0.4], [0.1, 1.3, -0.7], [-0.1, -0.2, -0.1], [0.7, 1.4, -0.9], [1.3, -1.4, 0.6], [-1.3, 1.3, 1.0], [1.7, 0.6, 0.8], [0.3, -0.4, -0.2], [-0.6, 0.1, 0.1], [0.0, -0.4, 0.2], [0.9, -0.2, 0.0], [-0.1, -0.3, -0.3], [0.4, -0.3, -0.2], [-0.4, -0.1, 0.2], [-0.4, 0.4, 0.0], [0.3, -0.8, 0.1], [0.0, 0.5, 0.0], [0.2, 0.0, 0.0], [-0.7, 0.5, 0.8], [-0.3, 0.1, -0.4], [0.1, 0.0, 0.4], [-0.3, 0.3, 0.0], [0.0, -0.2, -0.5], [-0.1, 0.2, -0.2], [0.1, -0.2, 0.2], [0.6, 0.3, 0.2], [-0.5, -0.3, -0.1], [0.4, 0.2, 0.1], [-0.1, -0.2, 0.1], [0.3, 0.2, 0.0], [-0.1, -0.6, 0.1], [0.3, -0.4, 0.0], [-0.1, -0.1, 0.1], [-0.2, 0.0, 0.1], [0.1, 0.3, -0.1], [0.4, 0.1, -0.1], [-0.1, 0.1, 0.2], [0.0, 0.0, 0.0], [-0.1, 0.0, -0.3], [0.2, -0.3, -0.3], [0.3, -0.3, 0.1], [-0.2, 0.0, -0.2], [-0.1, 0.2, -0.3], [0.3, 0.4, 0.0], [0.0, 0.0, 0.2], [0.0, 0.1, 0.1]], "max_force_ev_per_a": 3.11, "homo_lumo_gap_ev": [3.86, 2.83], "charge": 3, "homo_energy_ev": [-14.65, -14.64], "e_above_lowest_kcal_mol": 150.7, "e_tot_ev": -80153.8271}